1.
# C23H64N5O8V

A structure of composition C23H64N5O8V (wB97M-V/def2-TZVPD, OMol25).

Results
HOMO (spin up / spin down): -10.8335 / -10.8353 eV
HOMO-LUMO gap (spin up / spin down): 5.6 / 5.6 eV
spin multiplicity: 4
total charge: +1

Each line ends with the Löwdin spin population.
Geometry (Å):
H: 3.458 -2.221 -1.485  0.0000
H: -3.664 3.375 0.360  0.0000
O: -2.930 -0.143 -2.106  0.0014
C: 0.476 -4.396 -4.178  0.0000
H: -1.867 2.542 6.123  0.0000
C: 4.044 -5.212 -1.064  0.0000
C: -0.937 3.941 0.578  0.0000
C: -2.918 -2.612 1.588  0.0000
H: -5.069 -2.660 1.252  0.0000
H: -0.562 3.947 4.341  0.0000
C: -0.533 1.567 3.129  -0.0001
H: -3.226 2.537 -1.202  0.0000
H: -0.116 2.425 2.593  0.0000
O: -4.381 -4.579 1.316  0.0000
H: -3.173 0.194 -5.406  0.0003
H: 0.838 -0.089 -0.104  0.0006
O: 3.242 -4.159 -1.554  0.0000
H: -2.878 -3.482 -0.252  0.0000
H: 5.484 -2.191 -3.246  0.0000
H: -3.431 3.034 3.641  0.0000
H: -3.728 -6.527 1.548  0.0000
H: 0.024 1.301 4.025  0.0000
H: 0.964 5.333 2.279  0.0000
C: 5.127 -1.144 -1.370  0.0000
H: -1.823 6.050 4.851  0.0000
H: 3.088 -5.130 -3.359  0.0000
C: 2.412 -4.741 -2.591  0.0001
C: -1.642 4.004 4.499  0.0000
H: -1.234 6.223 -0.649  0.0000
H: -3.881 1.275 -4.215  0.0002
H: -3.163 -0.966 3.025  0.0000
N: -2.410 -2.699 0.211  -0.0003
C: -3.028 -1.132 1.955  -0.0001
C: 1.242 5.077 1.256  0.0000
C: 5.783 -1.289 -2.711  0.0000
H: -2.154 -3.096 2.200  0.0000
H: 5.008 2.234 0.650  0.0000
H: -3.946 -0.712 1.533  0.0000
C: -0.123 -0.262 -0.608  -0.0036
H: -2.030 0.200 -1.948  0.0011
H: 4.685 -5.642 -1.848  0.0000
N: 2.185 -2.660 -3.959  0.0033
H: -3.720 -1.315 -3.635  0.0001
H: -0.846 0.110 0.129  -0.0027
C: -1.955 3.617 5.942  0.0000
H: -0.215 -1.351 -0.681  -0.0043
H: 6.660 0.254 -0.638  0.0000
H: -3.139 5.329 4.483  0.0000
C: 5.248 1.381 1.293  0.0000
H: 4.727 -4.890 -0.282  0.0000
H: -2.614 1.978 0.311  0.0000
O: 5.055 0.127 0.680  0.0000
H: 1.799 -5.503 -2.101  0.0000
H: -2.150 -0.592 1.607  -0.0001
C: -2.343 3.076 3.534  0.0000
H: -2.217 3.415 2.492  0.0000
V: 0.401 1.174 -3.632  3.0274
H: 6.234 1.539 1.736  0.0000
H: 3.389 -0.929 -0.502  0.0000
H: 0.952 -4.876 -5.037  0.0000
H: -2.512 -5.309 1.845  0.0000
C: -2.880 2.895 -0.232  0.0000
H: -0.204 -3.666 -4.623  0.0000
N: -2.158 5.342 4.200  0.0000
H: 5.509 -0.467 -3.380  0.0000
H: 6.866 -1.288 -2.573  0.0000
H: 2.839 -2.302 -3.277  -0.0003
O: -0.319 0.309 -1.858  -0.0527
H: 4.510 1.397 2.098  0.0000
O: -1.790 1.278 -4.347  0.0233
C: -4.307 -3.247 1.759  0.0000
H: 3.485 -6.101 -0.754  0.0000
H: 0.879 -3.264 -2.441  0.0000
H: 2.075 5.676 0.901  0.0000
H: -3.009 3.847 6.124  0.0000
N: -0.502 6.357 0.056  0.0000
H: -1.146 6.472 0.849  0.0000
C: -2.915 -0.614 -3.426  0.0013
H: -1.345 4.136 6.682  0.0000
H: 5.204 0.967 -1.192  0.0000
H: 1.620 4.048 1.319  0.0000
H: -1.963 -1.101 -3.659  0.0009
H: -1.846 2.048 -4.927  0.0017
H: -3.853 -5.520 3.022  0.0000
N: 3.648 -1.211 -1.449  0.0000
C: 1.468 -3.740 -3.231  0.0001
O: -1.902 1.724 3.465  0.0000
H: -2.818 -1.927 -0.322  0.0000
C: 0.086 5.014 0.256  0.0001
O: -1.838 3.806 -0.511  0.0010
H: -0.512 2.968 0.857  0.0000
C: -3.060 0.582 -4.388  0.0012
H: 5.477 -1.947 -0.697  0.0000
H: 0.590 4.761 -0.683  0.0001
H: 2.770 -3.112 -4.661  0.0000
H: -0.175 -5.097 -3.654  0.0000
H: -1.497 4.221 1.484  0.0000
C: -3.578 -5.533 1.960  0.0000
H: -0.456 0.748 2.409  -0.0001
C: 5.578 0.086 -0.640  0.0000
H: -4.503 -3.295 2.842  0.0000

=====

2.
# C23H67IN4O16P

A cluster of 14 separate species, C23H67IN4O16P in total (wB97M-V/def2-TZVPD, OMol25).

Results
HOMO: -11.2683 eV
HOMO-LUMO gap: 7.7 eV
total charge: +1

Each line ends with the Löwdin charge.
Geometry (Å):
O: -4.315 -0.271 3.051  -0.3664
H: 5.432 -4.361 -6.052  0.0750
O: -4.076 -2.806 -0.938  -0.1603
H: 3.319 -1.390 1.796  0.1180
H: 4.113 -0.364 4.089  0.0689
H: -1.036 -4.738 5.961  0.0764
C: 0.230 5.429 -1.608  -0.1407
C: -3.388 1.065 0.274  -0.3981
H: -8.002 5.612 1.143  0.0829
C: -0.432 -4.422 5.115  -0.1453
H: 0.938 2.215 -3.090  0.0677
H: 4.533 -4.387 7.118  0.0765
C: -0.837 1.365 -1.994  -0.0685
H: 5.821 0.120 4.140  0.0812
C: -4.970 -3.329 -1.931  -0.1244
H: -6.833 5.236 2.425  0.0822
H: 0.255 -4.097 -0.228  0.1279
H: -4.835 -4.405 -1.991  0.0818
O: 0.054 -3.103 5.372  -0.1331
O: -6.584 4.159 0.697  -0.1602
I: -7.001 -0.799 1.264  0.3794
H: -4.747 -2.887 -2.898  0.0611
H: 0.581 -2.848 4.609  0.0257
H: -4.218 -1.857 -0.905  0.0332
H: 4.613 -1.939 -0.282  0.0642
C: -0.084 -3.474 0.599  -0.0644
O: 1.373 7.945 -4.321  -0.1287
H: 7.458 -1.479 -0.652  0.0771
H: 4.323 -0.175 -0.133  0.0813
H: 0.061 6.500 -1.746  0.0750
C: -1.180 -2.477 0.196  -0.1482
C: -3.936 -5.330 -4.898  -0.1462
C: 1.103 -2.848 1.301  -0.4956
C: -0.656 -1.140 -0.368  -0.0515
H: 5.542 -4.709 -4.313  0.0801
C: 2.838 -1.394 0.820  -0.2244
C: 6.106 -4.407 -5.193  -0.1391
H: 0.607 2.184 2.110  0.0809
H: -4.173 -1.068 2.513  0.0252
H: -8.145 4.094 2.071  0.0806
C: 4.803 0.481 4.023  -0.1419
H: -3.085 2.630 -1.085  0.2005
H: -3.321 -5.653 -5.741  0.0788
H: -0.576 4.874 -2.086  0.0679
H: -3.670 -5.933 3.277  0.0752
O: -3.111 -5.565 3.967  -0.1385
O: -1.494 9.285 -2.874  -0.1423
H: 6.892 -5.140 -5.383  0.0786
H: 1.507 1.714 0.030  0.0425
H: 8.083 -2.173 -2.768  0.0775
H: 2.058 3.170 2.395  0.0849
H: 0.247 5.195 -0.542  0.0632
O: 4.698 1.115 2.748  -0.1307
H: 2.084 6.437 -5.558  0.0782
P: -5.319 0.720 2.246  0.4999
H: -3.336 -4.373 5.615  0.0691
O: 3.438 -3.503 5.637  -0.1325
C: 3.868 -1.154 -0.279  -0.0541
H: -0.926 11.012 -3.863  0.0789
C: 7.214 -1.540 -2.583  -0.1470
H: 2.524 -3.244 5.488  0.0369
H: -0.531 -4.161 1.318  0.1252
H: 3.199 -3.366 7.694  0.0781
H: 2.163 5.544 -1.774  0.0866
H: 1.322 7.339 -3.575  0.0396
H: -1.746 -2.947 -0.611  0.1017
C: -3.952 -4.799 4.827  -0.1444
H: 0.904 3.650 1.136  0.0583
H: 0.405 -5.115 4.993  0.0846
H: -3.047 -3.617 -4.680  0.0741
H: 7.480 -0.489 -2.742  0.0792
H: 3.794 1.427 2.656  0.0390
H: -1.618 11.227 -2.240  0.0768
C: 1.266 7.159 -5.507  -0.1421
O: 2.170 -2.625 0.504  0.0110
O: 6.674 -3.124 -4.937  -0.1493
H: -4.717 -5.436 5.277  0.0811
N: -2.743 -0.064 0.545  0.2311
C: 3.504 -4.088 6.933  -0.1547
H: 7.170 -2.868 -5.720  0.0838
O: 2.123 2.030 0.696  -0.1260
C: 1.376 2.801 1.633  -0.1307
H: -4.956 -5.673 -5.050  0.0826
C: 0.063 1.892 -2.581  0.2121
N: -1.717 0.980 -1.040  -0.0099
O: 1.106 -2.600 2.469  0.1394
H: -0.392 -1.272 -1.419  0.1428
H: 0.211 -0.730 0.158  0.1180
H: -1.900 -2.306 0.993  0.1074
H: -4.876 2.387 0.602  0.0839
O: 1.467 5.044 -2.212  -0.1343
N: -2.793 1.739 -0.715  0.2169
H: -0.902 8.754 -3.418  0.0397
H: 3.356 -1.103 -1.245  0.0785
H: 0.037 10.600 -2.412  0.0762
O: -3.954 -3.906 -4.812  -0.1470
C: -1.715 -0.099 -0.278  -0.2151
C: -7.448 4.812 1.636  -0.1303
N: -4.484 1.496 0.897  -0.1186
C: -0.965 10.608 -2.849  -0.1538
H: 2.162 -0.518 0.786  0.0905
H: -3.545 -5.763 -3.973  0.0739
H: 6.424 -1.813 -3.265  0.0505
O: 6.744 -1.727 -1.244  -0.1392
H: -6.004 -3.111 -1.652  0.0727
H: 2.860 -4.970 6.987  0.0741
H: 1.323 7.826 -6.363  0.0815
H: -1.047 -4.425 4.215  0.0552
H: 4.582 1.194 4.822  0.0769
H: 0.310 6.629 -5.528  0.0760
H: -7.142 3.792 0.005  0.0736
H: -4.431 -3.989 4.270  0.0703

=====

3.
# C23H67O11S10

A structure of composition C23H67O11S10 (wB97M-V/def2-TZVPD, OMol25).

Results
HOMO: -3.2893 eV
HOMO-LUMO gap: 4.9 eV
energy above the lowest of the compared OMol25 structures with the same formula, charge and spin: 3782.2 kJ/mol
total charge: -1

Each line ends with the Löwdin charge.
Geometry (Å):
H: 0.402 -3.198 0.081  0.0355
C: -3.510 -2.848 -1.064  -0.2842
H: 0.904 1.672 -4.852  0.0557
H: 1.771 -0.989 2.861  0.0336
H: -0.224 -0.215 5.694  0.0542
O: 1.225 1.173 3.078  -0.5971
H: -3.127 0.171 1.244  0.0208
H: -1.625 -0.803 2.272  0.0446
H: 2.543 -0.411 -2.660  -0.0002
H: 0.185 2.739 4.205  0.0007
O: -3.065 1.474 -1.389  -0.5235
S: -2.577 2.589 -0.424  0.9768
C: -4.058 3.664 -0.133  -0.2524
H: -4.041 -3.527 -0.397  0.0349
O: 4.112 -2.500 1.928  -0.5492
H: 3.827 0.704 0.619  0.0312
H: 1.661 0.107 -4.700  0.0414
H: 0.118 -1.940 -3.619  -0.0543
H: -1.027 -1.137 4.436  0.0537
C: 2.760 0.064 -1.703  -0.2409
H: -4.233 4.164 -1.086  0.0498
C: -0.532 0.349 -1.095  -0.4678
O: -1.709 -2.427 2.112  -0.5979
O: 4.592 2.109 -2.107  -0.5987
H: -1.217 -5.954 1.108  0.0536
H: -1.669 2.550 1.691  0.0362
O: -1.935 4.244 1.361  -0.7139
H: 0.074 -0.881 1.822  0.0650
S: 4.597 0.616 -1.698  0.8787
H: 0.821 -0.941 -2.146  0.0482
C: 1.902 -2.167 0.514  -0.3120
H: 2.483 -4.828 -2.027  0.0730
H: -1.108 0.409 1.179  -0.0782
H: 1.294 1.338 -1.069  0.0745
H: -0.427 7.229 -0.114  0.0584
H: 5.167 -0.353 0.481  0.0261
C: 2.801 -3.786 -2.000  -0.1992
H: 0.745 -1.209 4.556  -0.0125
C: -0.203 4.363 -0.523  -0.2358
H: -3.620 -3.014 -2.136  0.0547
H: 1.305 4.003 4.450  0.0449
H: 2.511 -0.626 -0.896  0.0096
C: -0.755 -0.200 2.012  -0.2579
S: -1.711 -3.508 1.080  0.9816
H: -2.431 -2.856 -0.907  -0.0499
C: -0.852 -1.492 -3.833  -0.3171
H: -0.537 -2.815 -2.898  -0.0090
C: -2.159 1.751 1.135  -0.2819
H: -0.007 2.201 -0.328  0.0036
S: -0.220 0.839 3.439  1.0010
H: 0.567 -1.564 -0.589  0.0338
S: -1.757 5.143 0.103  0.9157
O: 1.846 4.671 1.649  -0.5485
H: 1.026 1.980 0.953  0.0791
H: -3.090 1.308 1.491  0.0832
H: -1.155 -1.137 -2.848  0.0209
S: 1.860 -2.856 -3.277  0.9046
C: 0.253 -3.487 -2.562  -0.2590
H: -3.879 4.497 0.547  -0.0049
O: -1.947 0.867 -4.612  -0.5354
H: -0.857 -5.247 2.644  0.0444
C: 0.454 1.215 -0.386  -0.1239
H: -1.796 7.376 0.992  0.0467
H: -0.073 4.927 -1.446  0.0823
H: 0.593 0.794 0.610  0.0842
H: 0.274 -4.814 1.583  0.0213
C: 1.031 3.234 3.728  -0.2825
H: 2.339 -1.176 0.393  0.0584
C: 0.151 2.497 1.346  -0.4131
H: -4.805 2.947 0.207  0.0536
H: -0.357 1.813 2.026  -0.0477
H: 0.167 -3.451 -1.476  -0.0344
H: 0.813 -2.158 0.546  0.0104
O: 2.135 -3.532 -4.593  -0.5179
C: -2.815 -0.715 0.691  -0.2871
H: 2.262 -2.051 4.156  0.0750
S: 0.513 4.110 2.171  0.9570
H: 0.062 -4.491 -2.940  0.1095
C: 4.818 0.632 0.170  -0.2281
S: -3.916 -1.046 -0.788  0.9755
H: -1.331 1.062 0.970  -0.0623
C: 1.694 -2.013 3.226  -0.2832
H: -0.835 -3.592 -1.180  0.0610
S: -0.802 -0.051 -4.981  0.8829
H: -2.726 -1.584 1.343  -0.0108
H: 5.486 1.407 0.545  0.0536
C: -0.128 -0.566 4.666  -0.1924
H: 0.526 4.730 0.199  -0.0084
C: 0.035 -1.069 -1.402  -0.1732
H: -1.510 -2.239 -4.278  0.0822
H: 2.298 -2.705 -0.347  -0.0095
H: -0.725 -1.774 -1.739  0.0453
H: -0.225 6.499 1.393  0.0237
H: 0.805 0.778 -3.337  0.0117
H: 2.221 1.009 -1.630  0.0228
C: 0.775 0.679 -4.422  -0.2608
C: -0.603 -3.000 -0.294  -0.3809
S: 2.639 -2.945 1.965  0.8959
C: -1.000 6.712 0.656  -0.2393
H: 0.643 -2.283 3.328  0.0421
O: -1.074 0.846 -2.302  -0.2784
H: 3.874 -3.616 -2.082  0.0713
O: -3.130 -0.306 -1.864  -0.5543
H: 2.678 -3.307 -1.028  -0.0269
C: -0.786 -5.066 1.571  -0.1985
H: -1.764 -0.515 0.481  0.0050
H: -0.580 2.623 0.547  -0.0411
H: 1.876 2.585 3.498  0.0456
H: -1.234 0.207 -0.273  0.0411
H: -0.357 3.286 -0.596  -0.0165
H: -0.677 -1.981 -0.673  -0.0294

=====

4.
# C23H68BClN12O5P3

A cluster of 4 separate species, C23H68BClN12O5P3 in total (wB97M-V/def2-TZVPD, OMol25).

Results
HOMO: -9.1469 eV
HOMO-LUMO gap: 4.7 eV
total charge: +1

Each line ends with the Löwdin charge.
Geometry (Å):
H: 1.453 4.505 8.674  0.0684
H: 3.933 1.105 -2.666  0.0774
C: -4.283 -5.699 -5.654  -0.1125
N: 0.912 4.562 4.309  -0.3308
C: 3.365 1.954 -4.609  -0.2489
C: -0.260 5.159 3.689  -0.1234
H: 2.856 2.861 -4.928  0.0930
C: -3.117 -6.915 -1.557  -0.1121
N: 0.512 0.133 0.455  -0.2904
C: 1.381 3.361 3.649  -0.1427
H: -5.948 -3.725 -5.126  0.0885
O: 1.885 0.736 2.379  -0.2680
H: 1.533 3.563 2.585  0.0762
H: 0.593 -0.329 -1.582  0.0498
C: 2.837 6.520 4.388  -0.1063
H: -5.743 -5.110 -2.403  0.0717
H: 4.385 2.017 -4.972  0.0855
H: 3.516 -2.116 1.708  0.0901
C: 3.395 1.951 -3.086  -0.0948
O: -0.024 4.266 6.623  -0.2840
C: -0.069 3.000 -4.793  -0.0066
H: -0.868 -3.073 2.746  0.0874
H: 3.643 7.221 4.609  0.0867
H: 2.245 6.945 3.571  0.0755
H: -1.250 -3.171 -0.853  0.0510
N: -2.740 -3.879 -2.135  -0.2915
H: 2.399 1.995 -2.658  0.0504
N: 1.586 -1.726 2.525  -0.3414
H: -0.608 4.556 2.850  0.0730
H: 3.917 2.848 -2.756  0.0858
H: -3.046 -6.445 -0.569  0.0828
N: 1.056 -1.974 -5.382  0.1859
H: -0.380 3.845 -4.185  0.1098
H: -2.323 0.097 1.327  0.0771
H: 4.120 2.985 6.960  0.0800
P: 1.121 4.961 5.965  0.6670
N: -4.246 -4.766 -4.531  -0.3376
P: 0.778 -0.256 2.161  0.7290
H: -0.849 2.776 -5.516  0.1031
H: 1.420 7.289 7.347  0.0764
H: -5.765 -6.712 -3.142  0.0809
N: -0.051 -0.614 -3.881  0.3006
N: -0.735 -1.014 2.184  -0.3278
C: -4.931 -3.515 -4.785  -0.1209
H: 2.986 -0.905 -4.073  0.1382
H: -2.704 -0.675 2.885  0.0849
C: -1.354 -3.529 -1.878  -0.1499
H: -4.787 -5.258 -6.511  0.0834
H: -0.997 -2.744 -2.566  0.0573
N: 2.056 6.313 5.587  -0.3302
H: 0.985 -2.396 4.442  0.0762
H: 3.895 3.694 5.387  0.0712
C: 0.935 -0.726 -0.624  -0.1392
N: 2.431 4.202 6.826  -0.3047
H: -5.044 -2.917 -3.885  0.0437
N: -3.849 -6.063 -2.495  -0.3271
H: 3.016 3.713 8.777  0.0794
H: 1.778 1.774 -0.076  0.0820
H: 1.395 -2.873 -5.078  0.1301
H: -1.994 -2.519 1.515  0.0848
H: 1.592 2.807 8.213  0.0813
Cl: 3.867 -0.071 -6.323  0.6641
H: -3.595 -7.888 -1.449  0.0850
H: 0.482 -1.717 -0.550  0.0504
C: 2.660 0.727 -5.254  -0.6435
O: 0.228 1.897 -3.918  0.0589
H: -0.711 -4.398 -1.989  0.0781
B: -0.566 0.818 -3.999  -0.7128
H: -3.290 -2.224 -0.988  0.0747
C: 1.070 -0.911 -4.500  -0.3249
H: 0.156 1.763 -0.815  0.0715
O: -1.912 0.846 -4.161  0.2218
C: 3.355 3.258 6.231  -0.1413
H: 2.055 -0.986 4.462  0.0712
C: -3.595 -2.734 -1.906  -0.1291
C: 0.719 1.532 0.097  -0.1359
H: 2.349 3.032 4.011  0.0437
H: 2.860 2.333 5.902  0.0773
H: -0.037 6.165 3.309  0.0703
P: -2.948 -5.019 -3.448  0.6705
H: -3.549 -2.001 -2.727  0.0741
H: -0.305 -2.752 1.100  0.0480
O: -1.745 -4.627 -4.253  -0.3097
H: -2.292 1.656 -3.802  0.1374
H: -4.634 -3.027 -1.747  0.0766
H: 0.662 -1.911 -6.304  0.1289
H: -1.094 5.246 4.392  0.0723
H: -0.782 -1.200 -4.294  0.1569
H: 3.172 7.113 7.203  0.0826
H: 0.824 3.302 -5.331  0.0853
H: 1.817 1.057 -5.851  0.1028
H: -2.102 -7.100 -1.914  0.0765
H: -5.548 -6.537 -1.403  0.0905
H: 2.297 8.316 6.230  0.0805
H: 0.351 2.193 0.879  0.0609
C: -5.293 -6.100 -2.368  -0.0933
H: 3.300 5.604 4.024  0.0693
H: 0.680 2.523 3.747  0.0641
H: -4.434 -2.900 -5.549  0.0841
C: -0.973 -2.406 1.886  -0.1044
H: 2.459 -3.523 1.948  0.0876
H: 2.158 -2.446 0.621  0.0414
H: -1.687 0.750 2.843  0.0743
H: 2.708 -2.575 4.099  0.0834
C: -1.922 -0.174 2.313  -0.1118
C: 2.099 3.780 8.186  -0.1498
H: 2.030 -0.830 -0.678  0.0853
C: 2.477 -2.468 1.659  -0.1213
H: -3.278 -5.983 -5.980  0.0719
H: -4.819 -6.616 -5.384  0.0746
C: 1.846 -1.929 3.948  -0.1109
C: 2.251 7.306 6.641  -0.1189
N: 2.239 -0.233 -4.223  0.0358

=====

It is found that the calculated total energy values, taken in the order of the records, are -2733.94891 -2977.94278 -5724.19286 -3459.21804 a.u..
It is found that the max |F| values, taken in the order of the records, are 0.0894 0.0463 0.1907 0.1241 Eh/bohr.